1.
Computed, not measured: an isolated ion of composition C5H8BrN2 and charge +1 in a non-equilibrium geometry, with ωB97M-V with the def2-TZVPD basis set.

```
! RIJCOSX wB97M-V def2-TZVPD def2/J DEFGRID3
* xyz 1 1
C 1.0350 -1.0485 -1.0487
C 0.8087 1.3500 -0.7450
C -0.1478 -1.5889 -0.3753
C -0.4991 -0.9725 1.0416
C 0.4634 0.0012 1.5369
N 1.0218 0.2479 -1.1326
N 0.5577 2.6204 -0.7353
Br 2.2091 -0.4678 1.6294
H 1.6974 -1.5798 -1.7262
H -1.1729 -1.4185 -0.8713
H -0.0145 -2.6452 -0.3642
H -1.3327 -0.2321 0.7577
H -0.7323 -1.7871 1.8261
H 0.2075 0.9668 1.8669
H 1.2235 3.1916 -0.1814
H 0.2693 3.1588 -1.6735
*
```

The calculation puts the orbital gap (alpha / beta) at 6.5 / 8.0 eV.

2.
Computed, not measured: C24H15F3N3O8S5SbTc as an isolated structure, with ωB97M-V with the def2-TZVPD basis set.

```
! RIJCOSX wB97M-V def2-TZVPD def2/J DEFGRID3
* xyz 1 1
Tc -0.6892 -0.3488 -0.2421
O 2.8417 -1.8651 0.3131
S 1.5746 -2.3952 0.7281
O 0.7852 -3.1625 -0.2224
N 0.5701 -1.1749 1.1700
C 0.9502 -0.2665 2.1783
C 1.9313 -0.4178 3.1258
C 2.1342 0.5676 4.1199
C 1.3727 1.6960 4.1761
C 0.3744 1.9014 3.1940
C -0.4446 3.0487 3.1355
C -1.3608 3.1974 2.1293
C -1.4597 2.2032 1.1494
N -0.7145 1.1136 1.1956
C 0.1920 0.9277 2.2024
C 1.8379 -3.4103 2.1288
C 3.1386 -3.7281 2.4958
C 3.3331 -4.5674 3.5823
C 2.2425 -5.0634 4.2816
C 0.9470 -4.7384 3.9003
C 0.7358 -3.9099 2.8114
H 2.5644 -1.2892 3.1336
H 2.9155 0.4062 4.8497
H 1.5265 2.4424 4.9433
H -0.3325 3.8135 3.8940
H -1.9958 4.0681 2.0643
H -2.1355 2.2870 0.3107
H 3.9717 -3.3254 1.9362
H 4.3374 -4.8349 3.8804
H 2.4018 -5.7140 5.1312
H 0.1041 -5.1367 4.4478
H -0.2673 -3.6543 2.4936
S -0.2089 -6.1211 -1.9052
Sb -1.0838 -4.1565 -1.6989
S -2.2657 -1.5271 0.1842
S 0.2043 -0.9479 -2.5450
S 0.2121 -2.7762 -3.3581
F 3.8706 1.4799 -2.1636
C 3.7056 0.4675 -1.3058
F 4.4903 -0.5317 -1.6647
F 4.0194 0.8806 -0.0879
C 2.2148 0.0673 -1.3592
O 1.9346 -0.8526 -2.2263
O 1.3858 0.6658 -0.6904
O -2.1755 -0.4779 -2.8885
C -2.0759 0.7011 -2.5534
O -1.4301 1.0710 -1.4765
C -2.6810 1.8068 -3.3519
C -2.4202 3.1394 -3.0512
C -2.9850 4.1440 -3.8179
C -3.8061 3.7765 -4.8678
C -4.0817 2.4616 -5.1921
C -3.5046 1.4669 -4.4207
N -4.4215 4.8507 -5.6893
O -5.1338 4.5080 -6.6079
O -4.1694 5.9968 -5.3821
H -1.7644 3.3867 -2.2284
H -2.8008 5.1889 -3.6211
H -4.7275 2.2368 -6.0269
H -3.6845 0.4244 -4.6414
*
```

The calculation puts the orbital gap at 6.0 eV.

3.
Computed, not measured: a 5-piece molecular cluster, C3H18NO4 overall in a non-equilibrium geometry, with ωB97M-V with the def2-TZVPD basis set.

```
! RIJCOSX wB97M-V def2-TZVPD def2/J DEFGRID3
* xyz 1 1
C -1.3231 2.3461 -2.1234
C 0.1974 2.2563 -1.6993
N 0.5657 0.7147 -1.5747
C 1.8094 0.1845 -2.2143
H -1.4970 1.8293 -3.1278
H -2.0390 1.9869 -1.4822
H -1.5922 3.3006 -2.2906
H 0.9577 2.7657 -2.3595
H 0.3840 2.7972 -0.7260
H -0.3469 0.2125 -1.9872
H 0.4084 0.5598 -0.5216
H 2.6964 0.6938 -1.9115
H 1.6784 0.2679 -3.3345
H 1.8484 -0.8308 -1.7569
H -0.6343 -0.1316 1.7799
H 0.2285 1.2341 1.4944
O 0.0322 0.3374 1.2147
H -2.8352 -0.1863 1.8742
H -2.8088 -1.6957 2.1247
O -2.2823 -0.9384 2.0795
H 1.7204 -2.1942 0.2985
H 1.1179 -3.3899 -0.4575
O 0.9066 -2.7611 0.2537
H 1.0331 -3.1191 5.5765
H -0.4538 -2.9221 5.6495
O 0.2278 -3.3175 5.2215
*
```

The calculation puts the orbital gap at 10.6 eV.

4.
Computed, not measured: a 3-piece molecular cluster, C5H17N2O overall in a non-equilibrium geometry, with ωB97M-V with the def2-TZVPD basis set.

```
! RIJCOSX wB97M-V def2-TZVPD def2/J DEFGRID3
* xyz 1 1
C 1.0276 1.4075 0.3537
N 2.2984 1.3266 -0.5603
C 3.3815 0.5893 0.2064
C 0.2671 0.1884 0.1600
N -3.3565 1.0559 2.8823
C -1.3609 0.8834 -1.5966
C -0.2948 -0.2636 -1.1112
H 1.4311 1.5525 1.3541
H 0.5267 2.3554 0.1509
H 1.9559 0.5956 -1.1788
H 2.9693 -0.3637 0.5566
H 3.5638 1.1622 1.1204
H 4.2905 0.5340 -0.3763
H -0.0149 -0.4723 0.9825
H -3.7927 0.6164 3.6873
H -2.7115 0.4006 2.4756
H -4.0634 1.3140 2.2101
H -1.9419 0.5518 -2.4424
H -0.6864 1.6872 -1.8697
H -1.9246 1.0527 -0.6915
H -0.8743 -1.1501 -0.8957
H 0.4878 -0.4178 -1.8517
H -0.2054 -5.6042 -1.4073
H -0.8822 -4.2550 -1.1891
O -0.0903 -4.7468 -0.9694
*
```

The calculation puts the orbital gap at 5.7 eV.

5.
Computed, not measured: C32H39I2N7O4 as an isolated structure in a non-equilibrium geometry, with ωB97M-V with the def2-TZVPD basis set.

```
! RIJCOSX wB97M-V def2-TZVPD def2/J DEFGRID3
* xyz 0 1
C -1.0922 0.5077 -0.0827
C -1.9189 -0.5111 -0.7801
I -3.8232 0.0950 -1.4283
C -1.4830 -1.7345 -1.0009
I -2.5795 -3.2339 -2.0303
O -0.2372 -2.0939 -0.4964
C 0.6625 -2.3685 -1.4523
O 0.9653 -3.4769 -1.8111
O 1.2367 -1.2419 -1.9162
O 1.9849 -1.5741 -3.0809
H -0.0900 0.1619 0.1242
H -1.5343 0.8457 0.8428
H -0.9927 1.3418 -0.7655
H 2.3097 -0.7033 -3.3343
N -6.8502 2.2140 -5.6257
C -6.2370 2.0751 -4.4101
C -6.8543 1.0492 -3.7467
C -7.8758 0.5461 -4.5966
C -7.8467 1.2842 -5.7482
H -6.6050 2.8937 -6.3223
H -5.4191 2.7150 -4.1243
H -6.6025 0.6957 -2.7613
H -8.5524 -0.2641 -4.3855
H -8.4462 1.2290 -6.6399
N 2.5680 1.2263 1.7150
C 3.1997 1.6006 2.8740
C 4.1991 0.6969 3.1163
C 4.1763 -0.2566 2.0619
C 3.1648 0.0979 1.2131
H 1.7935 1.7056 1.2953
H 2.8794 2.4720 3.4211
H 4.8750 0.7132 3.9557
H 4.8293 -1.1040 1.9421
H 2.8175 -0.3527 0.2986
N 3.9909 -4.2507 -1.7803
C 5.2865 -4.1236 -2.1987
C 6.0284 -5.0901 -1.5731
C 5.1424 -5.8325 -0.7468
C 3.8932 -5.2916 -0.8992
H 3.2248 -3.6713 -2.0754
H 5.5688 -3.3594 -2.9023
H 7.0867 -5.2486 -1.6943
H 5.3929 -6.6677 -0.1152
H 2.9476 -5.5580 -0.4577
N 0.3704 -5.3760 0.6808
C 0.9632 -5.4753 1.9060
C 0.4187 -6.5528 2.5546
C -0.5424 -7.1304 1.6754
C -0.5427 -6.3757 0.5325
H 0.5705 -4.6739 -0.0094
H 1.7168 -4.7680 2.2086
H 0.6756 -6.8875 3.5451
H -1.1605 -7.9917 1.8636
H -1.1138 -6.4647 -0.3757
N -6.6761 5.8327 -5.3514
C -7.3088 6.4882 -6.3731
C -6.5506 7.5780 -6.7049
C -5.4135 7.5786 -5.8521
C -5.5189 6.4893 -5.0306
H -7.0112 4.9990 -4.9032
H -8.2398 6.1245 -6.7723
H -6.7836 8.2956 -7.4729
H -4.6114 8.2968 -5.8441
H -4.8746 6.1266 -4.2485
N 0.8716 -0.8255 3.9732
C 1.4601 -0.8866 5.2054
C 0.9058 -1.9416 5.8813
C -0.0484 -2.5451 5.0173
C -0.0427 -1.8318 3.8491
H 1.0845 -0.1480 3.2641
H 2.2178 -0.1788 5.4918
H 1.1593 -2.2505 6.8813
H -0.6636 -3.4032 5.2280
H -0.6070 -1.9545 2.9397
N 4.9214 4.1638 4.9118
C 5.5172 5.2768 4.3848
C 5.4227 6.2806 5.3102
C 4.7465 5.7508 6.4427
C 4.4526 4.4430 6.1669
H 4.8421 3.2777 4.4486
H 5.9541 5.2579 3.4015
H 5.7972 7.2830 5.1907
H 4.5052 6.2707 7.3541
H 3.9526 3.6906 6.7520
*
```

The calculation puts the orbital gap at 7.6 eV.

Number 1: E_tot -78325.962 eV. Number 2: E_tot -117039.737 eV. Number 3: E_tot -13075.702 eV. Number 4: E_tot -10478.116 eV. Number 5: E_tot -68633.126 eV.